{
  "formula": "C32H40N4O9P2SSc",
  "method": "ωB97M-V/def2-TZVPD",
  "charge": -1,
  "e_homo_ev": -4.65,
  "multiplicity": 1,
  "de_lowest_kj_mol": 22.94,
  "energy_ev": -108351.0702,
  "orbital_gap_ha": 0.2573,
  "elements": ["Sc", "C", "C", "C", "C", "C", "C", "C", "C", "C", "C", "H", "H", "H", "H", "H", "H", "H", "H", "H", "H", "H", "H", "H", "H", "H", "N", "C", "C", "P", "O", "O", "O", "P", "O", "O", "O", "H", "H", "H", "H", "H", "H", "H", "H", "O", "C", "O", "C", "C", "C", "C", "C", "C", "S", "H", "H", "H", "H", "C", "C", "C", "C", "C", "N", "C", "O", "N", "C", "C", "C", "C", "N", "C", "C", "C", "H", "H", "H", "H", "H", "H", "H", "H", "H", "H", "H", "H", "H"],
  "positions_angstrom": [[-0.075, -0.028, -0.430], [1.911, -1.676, -0.542], [1.718, -1.348, 0.817], [0.457, -1.846, 1.223], [-0.117, -2.515, 0.116], [0.780, -2.406, -0.976], [0.662, -3.095, -2.303], [-1.407, -3.277, 0.165], [-0.174, -1.694, 2.574], [2.718, -0.657, 1.689], [3.145, -1.391, -1.342], [-0.377, -3.295, -2.571], [1.187, -4.055, -2.290], [1.098, -2.500, -3.108], [-1.700, -3.639, -0.822], [-2.214, -2.657, 0.562], [-1.315, -4.152, 0.817], [0.079, -0.731, 3.022], [0.149, -2.482, 3.264], [-1.262, -1.720, 2.501], [2.235, -0.279, 2.593], [3.196, 0.177, 1.167], [3.511, -1.342, 2.005], [3.563, -0.412, -1.103], [2.934, -1.383, -2.412], [3.920, -2.144, -1.162], [3.179, 3.790, 0.075], [1.724, 3.474, -0.254], [1.054, 4.808, -0.589], [0.911, 2.744, 1.287], [2.263, 2.673, 2.246], [-0.032, 3.734, 1.820], [0.576, 1.284, 1.107], [1.918, 2.415, -1.814], [1.058, 3.163, -2.930], [3.373, 2.591, -2.134], [1.394, 1.017, -1.624], [3.303, 4.789, 0.219], [3.703, 3.435, -0.777], [3.432, 3.304, 0.941], [1.087, 5.467, 0.281], [0.005, 4.632, -0.818], [1.534, 5.276, -1.452], [2.383, 1.754, 2.518], [0.100, 3.108, -2.708], [-3.334, -0.120, 2.018], [-2.851, 0.405, 1.023], [-1.993, -0.189, 0.258], [-3.364, 1.771, 0.591], [-4.541, 2.185, 1.217], [-5.146, 3.394, 0.930], [-4.547, 4.238, 0.001], [-3.380, 3.851, -0.626], [-2.765, 2.615, -0.366], [-1.305, 2.253, -1.263], [-4.961, 1.514, 1.954], [-6.060, 3.683, 1.434], [-4.987, 5.201, -0.233], [-2.905, 4.513, -1.340], [-5.786, 1.771, -2.535], [-4.971, 1.564, -3.782], [-5.469, 0.868, -4.877], [-4.679, 0.627, -5.993], [-3.378, 1.104, -6.043], [-2.567, 0.763, -7.164], [-1.222, 0.471, -7.206], [-0.583, 0.621, -8.235], [-0.610, -0.021, -6.073], [-1.169, -0.540, -4.888], [-2.317, -1.319, -4.881], [-2.866, -1.666, -3.660], [-2.229, -1.279, -2.494], [-1.076, -0.609, -2.505], [-0.567, -0.237, -3.675], [-2.888, 1.858, -4.983], [-3.672, 2.063, -3.860], [-6.736, 1.238, -2.592], [-5.994, 2.830, -2.373], [-5.243, 1.423, -1.654], [-6.478, 0.474, -4.846], [-5.058, 0.031, -6.816], [-2.899, 1.042, -8.073], [0.394, -0.021, -6.156], [-2.790, -1.603, -5.811], [-3.789, -2.227, -3.608], [-2.638, -1.497, -1.518], [0.343, 0.353, -3.638], [-1.876, 2.242, -5.010], [-3.247, 2.592, -3.016]],
  "mulliken_charge": [-0.999, 0.378, 1.155, 0.696, 0.881, 1.042, -1.565, -1.707, -1.872, -1.959, -1.464, 0.382, 0.344, 0.269, 0.363, 0.157, 0.440, 0.295, 0.292, 0.328, 0.342, 0.354, 0.357, 0.245, 0.337, 0.357, 0.115, 0.322, -1.619, 1.175, -0.914, -0.894, -0.102, 1.088, -0.586, -1.014, -0.377, 0.357, 0.444, 0.366, 0.585, 0.082, 0.485, 0.300, 0.430, -0.798, -0.103, 0.467, -0.172, -0.726, -0.613, -0.808, -0.881, 0.761, 0.082, 0.466, 0.377, 0.400, 0.333, -0.990, 0.597, -0.956, -0.274, -0.316, -0.106, 0.206, -0.733, -0.066, -0.382, -0.174, -1.673, -0.631, 2.695, -0.980, -0.368, 0.051, 0.347, 0.326, 0.011, 0.315, 0.408, 0.255, 0.257, 0.512, 0.396, 0.451, 0.409, 0.532, 0.406]
}